(A)
{"formula": "C4H7N3", "method": "wB97M-V/def2-TZVPD", "symbols": ["C", "C", "C", "N", "C", "N", "N", "H", "H", "H", "H", "H", "H", "H"], "coordinates": [[-2.50, -0.10, -0.17], [-1.23, -0.50, -0.39], [-0.23, 0.57, -0.28], [0.89, -0.21, 0.19], [2.25, 0.19, 0.43], [0.61, -1.53, 0.03], [-0.57, -1.75, -0.37], [-2.65, 0.60, 0.66], [-3.40, -0.52, -0.58], [0.01, 1.10, -1.22], [-0.98, 1.29, 0.18], [2.84, -0.70, 0.62], [2.29, 0.84, 1.32], [2.69, 0.73, -0.42]], "smiles": "C=C1CN(C)N=N1", "homo_lumo_gap_ev": 8.52, "homo_energy_ev": -8.2, "multiplicity": 1, "e_lumo_ev": 0.279}

(B)
{"formula": "C4H7N3", "method": "wB97M-V/def2-TZVPD", "symbols": ["C", "C", "N", "N", "N", "C", "C", "H", "H", "H", "H", "H", "H", "H"], "coordinates": [[1.88, 0.41, -0.32], [0.50, 0.73, 0.17], [0.12, 1.93, 0.41], [-1.20, 1.84, 0.97], [-1.58, 0.67, 1.11], [-0.57, -0.24, 0.56], [-1.28, -1.06, -0.53], [2.44, 1.34, -0.45], [2.41, -0.22, 0.40], [1.85, -0.13, -1.27], [-0.22, -0.91, 1.35], [-1.74, -0.39, -1.26], [-2.09, -1.62, -0.05], [-0.61, -1.75, -1.03]], "smiles": "CC1=NN=N[C@H]1C", "homo_lumo_gap_ev": 10.22, "homo_energy_ev": -9.9, "multiplicity": 1, "e_lumo_ev": 0.283}

(C)
{"formula": "C4H7N3", "method": "wB97M-V/def2-TZVPD", "symbols": ["C", "C", "C", "C", "H", "H", "H", "H", "H", "H", "H", "N", "N", "N"], "coordinates": [[-2.64, 0.64, -0.14], [-1.21, 0.35, -0.47], [0.18, -1.39, 0.11], [1.96, 1.15, 0.32], [-2.98, 1.75, -0.28], [-3.45, -0.81, 0.41], [-0.22, 1.06, -1.03], [0.24, -2.48, 0.51], [1.90, -1.85, -0.29], [1.42, 0.82, 1.49], [2.24, 2.36, 0.19], [-1.00, -0.87, 0.10], [1.36, -0.96, -0.47], [2.20, 0.22, -0.43]], "homo_lumo_gap_ev": 8.01, "homo_energy_ev": -8.0, "multiplicity": 1, "e_lumo_ev": 0.033}

(D)
{"formula": "C4H7N3", "method": "wB97M-V/def2-TZVPD", "symbols": ["C", "C", "N", "N", "N", "C", "C", "H", "H", "H", "H", "H", "H", "H"], "coordinates": [[-0.88, -1.83, 0.20], [0.21, -0.90, -0.14], [1.50, -1.26, -0.37], [2.06, -0.10, -0.15], [1.17, 0.72, 1.11], [0.37, 0.55, 0.02], [-0.40, 1.64, -0.63], [-0.82, -2.71, -0.45], [-0.81, -2.18, 1.23], [-1.85, -1.35, 0.05], [1.28, 1.66, 1.49], [-0.62, 1.40, -1.67], [-1.34, 1.79, -0.09], [0.14, 2.58, -0.58]], "smiles": "CC1=NN2N[C@]12C", "homo_lumo_gap_ev": 7.97, "homo_energy_ev": -7.7, "multiplicity": 1, "e_lumo_ev": 0.244}

What is the stability order? It is (B), (A), (D), (C), from most stable to least stable.

(A)
{"formula": "C4H7N3", "method": "wB97M-V/def2-TZVPD", "symbols": ["C", "N", "C", "N", "N", "C", "C", "H", "H", "H", "H", "H", "H", "H"], "coordinates": [[2.24, 0.35, 0.12], [1.06, 0.50, -0.70], [-0.11, 0.83, -0.19], [-1.17, 1.09, -0.83], [-2.30, 0.59, -1.07], [-2.00, -1.48, 0.86], [-0.91, -1.44, 1.36], [2.02, 0.75, 1.11], [2.52, -0.71, 0.23], [3.09, 0.89, -0.30], [1.13, 0.20, -1.67], [-2.87, 1.35, -1.47], [-2.95, -1.46, 0.38], [0.05, -1.44, 1.84]], "homo_lumo_gap_ev": 9.36, "homo_energy_ev": -8.6, "multiplicity": 1, "e_lumo_ev": 0.773}

(B)
{"formula": "C4H7N3", "method": "wB97M-V/def2-TZVPD", "symbols": ["C", "C", "C", "C", "N", "N", "N", "H", "H", "H", "H", "H", "H", "H"], "coordinates": [[0.37, -1.81, -0.87], [0.66, -0.94, 0.36], [-0.20, 0.29, 0.46], [0.10, 1.67, 0.12], [-0.81, 2.56, 0.24], [-2.41, 0.88, 1.03], [-1.46, 0.27, 0.84], [1.02, -2.69, -0.90], [-0.67, -2.17, -0.84], [0.50, -1.25, -1.80], [0.57, -1.54, 1.27], [1.71, -0.61, 0.33], [1.12, 1.86, -0.22], [-0.50, 3.49, -0.01]], "homo_lumo_gap_ev": 8.77, "homo_energy_ev": -8.2, "multiplicity": 1, "e_lumo_ev": 0.597}

What is the stability order? It is (B), (A), from most stable to least stable.

(A)
{"formula": "C4H7N3", "method": "wB97M-V/def2-TZVPD", "symbols": ["H", "N", "C", "C", "N", "N", "C", "C", "H", "H", "H", "H", "H", "H"], "coordinates": [[0.32, 2.62, 1.32], [0.59, 1.74, 0.95], [-0.52, 1.16, 0.73], [-1.85, 1.64, 1.02], [-2.90, 2.05, 1.28], [-0.46, -0.01, 0.13], [0.81, -0.57, -0.21], [0.67, -1.26, -1.60], [-1.30, -0.53, 0.13], [1.58, 0.17, -0.40], [1.15, -1.23, 0.61], [0.36, -0.63, -2.46], [-0.09, -2.02, -1.42], [1.63, -1.72, -1.82]], "smiles": "[H]/N=C(\\C#N)NCC", "homo_lumo_gap_ev": 10.31, "homo_energy_ev": -9.5, "multiplicity": 1, "e_lumo_ev": 0.767}

(B)
{"formula": "C4H7N3", "method": "wB97M-V/def2-TZVPD", "symbols": ["C", "C", "C", "N", "C", "N", "N", "H", "H", "H", "H", "H", "H", "H"], "coordinates": [[1.94, 1.63, 0.05], [0.78, 0.72, 0.30], [0.22, -0.24, -0.51], [-0.84, -0.70, 0.19], [-1.89, -1.61, -0.24], [-0.93, -0.08, 1.37], [0.04, 0.77, 1.44], [1.67, 2.66, 0.30], [2.81, 1.35, 0.65], [2.22, 1.60, -1.01], [0.48, -0.61, -1.49], [-2.85, -1.09, -0.15], [-1.91, -2.50, 0.39], [-1.72, -1.89, -1.28]], "smiles": "Cc1cn(C)nn1", "homo_lumo_gap_ev": 10.18, "homo_energy_ev": -9.3, "multiplicity": 1, "e_lumo_ev": 0.865}

What is the stability order? It is (B), (A), from most stable to least stable.

(A)
{"formula": "C20H20N2O4", "method": "wB97M-V/def2-TZVPD", "symbols": ["C", "C", "C", "N", "C", "C", "C", "C", "C", "C", "C", "C", "O", "O", "C", "C", "O", "N", "C", "C", "C", "C", "C", "O", "C", "C", "H", "H", "H", "H", "H", "H", "H", "H", "H", "H", "H", "H", "H", "H", "H", "H", "H", "H", "H", "H"], "coordinates": [[-0.07, -3.93, 3.88], [-1.36, -3.13, 3.70], [-1.53, -2.72, 2.27], [-2.16, -3.58, 1.51], [-2.32, -3.33, 0.20], [-3.00, -4.28, -0.59], [-3.19, -4.06, -1.93], [-2.71, -2.88, -2.53], [-2.05, -1.94, -1.79], [-1.84, -2.14, -0.41], [-1.18, -1.21, 0.44], [-0.68, 0.06, -0.17], [0.27, 0.16, -0.90], [-1.47, 1.09, 0.17], [-1.06, 2.34, -0.34], [0.30, 2.75, 0.25], [0.69, 2.32, 1.31], [0.97, 3.65, -0.50], [2.30, 4.12, -0.13], [3.30, 3.79, -1.18], [3.72, 4.48, -2.28], [4.65, 3.65, -2.94], [4.73, 2.51, -2.19], [3.92, 2.59, -1.13], [-1.01, -1.49, 1.78], [-0.31, -0.54, 2.70], [0.04, -4.25, 4.91], [-0.09, -4.81, 3.24], [0.80, -3.34, 3.61], [-2.21, -3.77, 3.96], [-1.36, -2.27, 4.36], [-3.36, -5.17, -0.11], [-3.71, -4.78, -2.53], [-2.87, -2.73, -3.58], [-1.67, -1.04, -2.25], [-1.00, 2.30, -1.44], [-1.82, 3.06, -0.03], [0.64, 3.90, -1.41], [2.27, 5.20, 0.03], [2.55, 3.62, 0.81], [3.40, 5.46, -2.58], [5.19, 3.87, -3.84], [5.31, 1.62, -2.30], [-1.01, -0.14, 3.43], [0.49, -1.04, 3.24], [0.12, 0.30, 2.15]], "smiles": "CCc1nc2ccccc2c(C(=O)OCC(=O)NCc2ccco2)c1C", "homo_lumo_gap_ev": 8.98, "homo_energy_ev": -8.6, "multiplicity": 1, "e_lumo_ev": 0.416}

(B)
{"formula": "C20H20N2O4", "method": "wB97M-V/def2-TZVPD", "symbols": ["C", "O", "C", "C", "C", "C", "C", "C", "C", "C", "C", "O", "N", "C", "C", "C", "C", "C", "C", "C", "C", "C", "O", "O", "N", "C", "H", "H", "H", "H", "H", "H", "H", "H", "H", "H", "H", "H", "H", "H", "H", "H", "H", "H", "H", "H"], "coordinates": [[-2.77, 4.54, -4.80], [-2.85, 3.46, -3.90], [-1.76, 3.16, -3.13], [-0.55, 3.87, -3.18], [0.52, 3.52, -2.38], [0.37, 2.44, -1.51], [-0.85, 1.72, -1.45], [-1.92, 2.09, -2.27], [-0.67, 0.71, -0.47], [0.62, 0.84, 0.01], [1.28, -0.01, 1.00], [2.50, -0.11, 1.14], [0.44, -0.70, 1.81], [0.95, -1.76, 2.64], [1.03, -3.09, 1.87], [-0.32, -3.43, 1.29], [-0.66, -3.02, 0.01], [-1.92, -3.27, -0.50], [-2.85, -3.94, 0.27], [-2.52, -4.37, 1.54], [-1.26, -4.11, 2.05], [2.34, -1.37, 3.17], [3.31, -2.07, 3.12], [2.28, -0.22, 3.85], [1.25, 1.88, -0.63], [2.58, 2.37, -0.41], [-2.00, 4.38, -5.55], [-3.74, 4.59, -5.29], [-2.59, 5.49, -4.28], [-0.44, 4.70, -3.85], [1.44, 4.07, -2.43], [-2.86, 1.56, -2.24], [-1.39, -0.03, -0.20], [-0.55, -0.67, 1.64], [0.29, -1.86, 3.51], [1.77, -2.98, 1.08], [1.37, -3.87, 2.56], [0.07, -2.49, -0.59], [-2.17, -2.94, -1.50], [-3.84, -4.14, -0.13], [-3.25, -4.90, 2.14], [-1.01, -4.44, 3.05], [3.18, 0.02, 4.15], [2.56, 3.35, 0.06], [3.11, 2.45, -1.36], [3.11, 1.67, 0.23]], "smiles": "COc1ccc2c(c1)cc(C(=O)N[C@@H](Cc1ccccc1)C(=O)O)n2C", "homo_lumo_gap_ev": 8.33, "homo_energy_ev": -7.9, "multiplicity": 1, "e_lumo_ev": 0.465}

What is the stability order? It is (B), (A), from most stable to least stable.

(A)
{"formula": "C3H9N", "method": "wB97M-V/def2-TZVPD", "symbols": ["C", "N", "H", "H", "H", "C", "C", "H", "H", "H", "H", "H", "H"], "coordinates": [[-2.38, 1.76, -0.07], [-3.36, 1.11, -0.60], [-1.36, 1.54, -0.57], [-2.46, 2.43, 0.87], [-4.29, 1.18, -0.43], [3.14, -1.60, 0.62], [1.91, -0.99, -0.10], [4.12, -1.41, 0.09], [3.04, -2.74, 0.57], [3.26, -1.37, 1.62], [1.72, -1.57, -1.04], [1.27, -0.91, 0.75], [2.21, 0.05, -0.34]], "smiles": "C=N.CC", "homo_lumo_gap_ev": 10.71, "homo_energy_ev": -9.6, "multiplicity": 1, "e_lumo_ev": 1.094}

(B)
{"formula": "C3H9N", "method": "wB97M-V/def2-TZVPD", "symbols": ["C", "C", "N", "C", "H", "H", "H", "H", "H", "H", "H", "H", "H"], "coordinates": [[1.58, 0.51, 0.08], [0.64, -0.60, -0.35], [-0.60, -0.48, 0.44], [-1.61, 0.36, -0.18], [2.62, 0.42, -0.22], [1.25, 1.49, -0.27], [1.47, 0.52, 1.17], [0.42, -0.59, -1.44], [0.94, -1.63, -0.16], [-0.43, -0.38, 1.43], [-1.31, 1.42, -0.25], [-1.91, 0.14, -1.21], [-2.51, 0.39, 0.55]], "smiles": "CCNC", "homo_lumo_gap_ev": 9.54, "homo_energy_ev": -8.3, "multiplicity": 1, "e_lumo_ev": 1.224}

What is the stability order? It is (B), (A), from most stable to least stable.

(A)
{"formula": "C3H9N", "method": "wB97M-V/def2-TZVPD", "symbols": ["C", "C", "N", "C", "H", "H", "H", "H", "H", "H", "H", "H", "H"], "coordinates": [[1.89, -0.17, 0.56], [0.34, 0.51, 0.18], [-0.42, -0.64, -0.07], [-1.94, -0.07, -0.48], [2.26, -0.79, -0.25], [2.54, 0.69, 0.69], [1.79, -0.74, 1.48], [0.47, 1.20, -0.67], [-0.01, 1.03, 1.07], [-0.08, -1.11, -0.90], [-2.38, -0.79, -1.17], [-2.47, -0.06, 0.48], [-2.01, 0.93, -0.93]], "smiles": "CCNC", "homo_lumo_gap_ev": 10.32, "homo_energy_ev": -9.1, "multiplicity": 1, "e_lumo_ev": 1.236}

(B)
{"formula": "C3H9N", "method": "wB97M-V/def2-TZVPD", "symbols": ["C", "N", "C", "C", "H", "H", "H", "H", "H", "H", "H", "H", "H"], "coordinates": [[0.13, 0.95, -1.03], [0.36, -0.21, -0.18], [0.66, 0.18, 1.19], [-0.73, -1.17, -0.22], [1.07, 1.48, -1.11], [-0.60, 1.65, -0.63], [-0.06, 0.59, -2.03], [-0.18, -0.05, 1.87], [1.47, -0.43, 1.60], [0.89, 1.24, 1.26], [-0.52, -1.95, 0.50], [-0.81, -1.54, -1.25], [-1.70, -0.74, 0.03]], "smiles": "CN(C)C", "homo_lumo_gap_ev": 9.53, "homo_energy_ev": -8.3, "multiplicity": 1, "e_lumo_ev": 1.180}

What is the stability order? It is (B), (A), from most stable to least stable.